Model 1:
Computed, not measured: an isolated molecule of CH4P2S, with wB97M-V/def2-TZVPD.

Results
SMILES string: P=[PH2]C=S
E_LUMO in eV: -1.3

XYZ file:
```
8
Properties=species:S:1:pos:R:3:mulliken_charge:R:1
C 0.243 -1.103 0.655 -0.28
P -0.426 0.188 -0.477 -0.06
P 0.048 2.082 0.335 -0.14
S -0.787 -1.864 1.697 -0.16
H 1.170 -0.962 1.084 0.37
H -1.707 -0.288 -0.810 0.14
H 0.253 -0.013 -1.834 0.13
H 1.206 1.960 -0.650 0.02
```

---

Model 2:
Computed, not measured: a cluster of 2 separate species, CH4P2S in total, with wB97M-V/def2-TZVPD.

Results
E_LUMO (alpha / beta) in eV: -1.2 / -0.8

XYZ file:
```
8
Properties=species:S:1:pos:R:3:mulliken_charge:R:1
C -1.152 -1.291 0.848 -0.33
P 0.894 0.381 -0.961 -0.13
P -0.532 1.408 0.194 0.03
S -0.371 -1.984 2.043 -0.09
H -1.475 -1.693 -0.033 0.37
H 0.550 0.855 -2.250 0.05
H 1.893 1.283 -1.067 0.07
H 0.193 1.041 1.226 0.03
```

---

Model 3:
Computed, not measured: an isolated molecule of CH4P2S, with wB97M-V/def2-TZVPD.

Results
SMILES string: CP1#S#[PH]1
E_LUMO in eV: 0.3

XYZ file:
```
8
Properties=species:S:1:pos:R:3:mulliken_charge:R:1
C -0.603 0.737 -0.915 -0.95
P 1.402 -1.231 0.621 -0.03
P -0.616 -0.395 0.666 0.16
S 0.862 0.594 1.754 -0.20
H 0.431 0.949 -0.932 0.30
H -1.402 1.483 -1.001 0.32
H -0.849 0.170 -1.812 0.31
H 0.775 -2.306 1.620 0.08
```

---

It comes down to model 3, which is 0.1007 hartree more stable than the next structure.

---

Model 1:
Computed, not measured: a cluster of 2 separate species, C4H12NO in total, with wB97M-V/def2-TZVPD.

Results
2S+1: 2
E_LUMO (alpha / beta) in eV: -8.6 / -15.6
Charge: +2

XYZ file:
```
18
Properties=species:S:1:pos:R:3:mulliken_charge:R:1
C -0.477 -2.075 0.015 -0.91
C 0.420 -1.077 0.895 -0.32
C 1.274 -0.040 0.072 -0.51
C 0.831 2.340 0.925 -0.04
N 1.633 1.313 0.777 -0.01
H -1.031 -2.623 0.712 0.38
H -1.230 -1.631 -0.647 0.22
H 0.114 -2.782 -0.619 0.36
H -0.260 -0.517 1.623 0.33
H 1.059 -1.648 1.552 0.34
H 2.233 -0.410 -0.276 0.39
H 0.553 0.282 -0.744 0.20
H -0.104 2.448 0.290 0.22
H 1.120 3.066 1.719 0.30
H 2.587 1.312 1.052 0.30
H -3.190 1.411 -2.260 0.47
H -2.871 0.092 -2.986 0.47
O -2.663 0.541 -2.102 -0.19
```

---

Model 2:
Computed, not measured: a cluster of 2 separate species, C4H12NO in total, with wB97M-V/def2-TZVPD.

Results
2S+1: 2
E_LUMO (alpha / beta) in eV: -9.6 / -13.7
Charge: +2

XYZ file:
```
18
Properties=species:S:1:pos:R:3:mulliken_charge:R:1
C -0.095 2.461 1.353 -1.21
C -0.863 1.152 1.414 -0.16
C -0.246 0.233 0.458 -0.16
C 0.220 -1.029 0.765 -0.31
N 0.587 -1.963 -0.306 -0.13
H -0.114 2.981 2.324 0.35
H -0.571 3.223 0.730 0.38
H 0.957 2.380 1.087 0.41
H -1.930 1.336 1.209 0.37
H -0.896 0.669 2.398 0.36
H -0.089 0.672 -0.529 0.53
H 0.390 -1.422 1.763 0.46
H 0.572 -1.618 -1.297 0.24
H 1.528 -2.327 -0.087 0.45
H -0.107 -2.720 -0.266 0.45
H -0.526 -0.542 -3.377 0.32
H 0.967 -0.251 -3.083 0.34
O 0.173 -0.670 -2.726 -0.69
```

---

It comes down to model 2, which is 0.0899 hartree more stable than the next structure.